Version P
86
Properties=species:S:1:pos:R:3 method="wB97M-V/def2-TZVPD" homo_lumo_gap_ev=7.8 homo_energy_ev=-8.605 e_lumo_ev=-0.76
C 0.92092 -1.08721 4.70234
C 0.30416 -0.17916 3.60275
O 1.40787 0.22366 2.81882
H 1.67510 -0.46572 5.27438
H 1.23053 -2.00812 4.28729
H 0.11121 -1.22559 5.49913
H -0.02382 0.75012 4.02563
H -0.39268 -0.74577 2.87321
H 1.09149 0.89740 2.24804
C 0.69372 2.99222 -2.28275
C 1.73953 3.86516 -1.49507
O 2.12163 3.43007 -0.22202
H 1.21663 2.04578 -2.43944
H 0.31519 3.59523 -3.13855
H -0.17254 2.79411 -1.61916
H 1.33013 4.78895 -1.36097
H 2.55377 4.08628 -2.13062
H 1.79381 4.03717 0.44504
C 1.32802 -2.09527 -3.24113
O 1.98182 -0.82514 -3.27063
N 0.89940 -2.64365 -4.32294
N 1.23355 -2.84257 -2.15296
H 0.89159 -2.17207 -5.20101
H 0.70894 -3.70530 -4.37270
H 1.59036 -2.35509 -1.32187
H 0.99901 -3.80251 -2.08699
C -1.89855 -2.75064 1.54527
O -1.72212 -2.75238 2.87064
N -3.03794 -2.55631 0.94905
N -0.91852 -2.93976 0.72673
H -3.79258 -2.55867 1.69568
H -3.25747 -2.66324 -0.04268
H -0.01830 -2.63439 1.15765
H -1.05450 -2.79580 -0.27870
C -2.48647 -3.01336 -2.01879
O -2.11467 -4.32762 -2.20129
N -1.58154 -2.09696 -1.87978
N -3.72221 -2.75408 -1.74391
H -0.61978 -2.32852 -2.04480
H -1.82285 -1.08482 -1.76053
H -4.26155 -3.64084 -1.85713
H -4.17536 -1.85603 -1.82524
C 2.35232 -2.73245 0.62747
O 2.83801 -3.92541 0.33821
N 1.61723 -2.42256 1.66505
N 2.62598 -1.70938 -0.02660
H 1.62666 -3.36350 2.21059
H 1.53825 -1.50609 2.16778
H 3.52098 -1.64120 -0.58189
H 2.21664 -0.74117 -0.05598
C 5.42457 2.82722 0.13790
O 5.38474 4.16268 -0.31534
N 6.46662 2.17285 0.49193
N 4.34924 2.07314 0.17267
H 7.42813 2.65561 0.41612
H 6.47346 1.13619 0.68993
H 3.55689 2.73648 0.10806
H 4.29766 1.18973 0.70750
C -3.54376 0.73806 -0.08505
O -2.84364 0.31584 -1.16094
N -3.77216 -0.03868 0.91679
N -3.95902 1.93894 0.05720
H -3.47445 -1.06494 0.92162
H -4.25617 0.24223 1.81508
H -3.88506 2.47511 -0.74652
H -4.47556 2.32056 0.85703
C -1.16512 2.77989 2.75866
O -0.14096 3.03604 1.84469
N -2.12125 2.02555 2.42267
N -1.35436 3.35810 3.92558
H -2.32668 1.62198 1.53635
H -2.77196 1.80061 3.13771
H -0.71598 4.08311 4.07326
H -2.15876 3.12615 4.47198
C -1.59241 0.04781 -3.98773
O -2.44724 1.16037 -3.88711
H -0.74269 0.07308 -3.31280
H -1.20628 -0.11741 -5.01892
H -2.19437 -0.76661 -3.74184
H -2.53974 1.18103 -2.94897
C -0.14813 0.54853 -0.12476
O 1.24743 0.67261 -0.15880
H -0.27469 -0.17283 -0.93582
H -0.79631 1.41988 -0.14616
H -0.58545 0.10305 0.78130
H 1.46249 1.58024 -0.42785



Version Q
86
Properties=species:S:1:pos:R:3 method="wB97M-V/def2-TZVPD" homo_lumo_gap_ev=8.2 homo_energy_ev=-8.353 e_lumo_ev=-0.12
C 2.45821 -2.12046 1.09180
C 3.50919 -3.17244 1.18279
O 3.01687 -4.42111 1.71580
H 2.92220 -1.28751 0.53243
H 2.23022 -1.89113 2.07223
H 1.47243 -2.51375 0.78071
H 4.29346 -2.88998 1.94076
H 4.13715 -3.28302 0.26297
H 3.20241 -4.46948 2.64248
C 2.84122 -2.62926 -2.18878
C 1.31371 -2.58500 -2.45458
O 1.17347 -1.32883 -3.13062
H 2.97467 -3.61253 -1.75369
H 3.24872 -2.00937 -1.47331
H 3.41637 -2.61986 -3.12578
H 0.65672 -2.60279 -1.58538
H 0.99158 -3.45427 -3.02531
H 0.48999 -0.81917 -2.68968
C -2.73723 -4.21645 0.75856
O -3.91471 -5.01786 0.59597
N -2.53535 -2.99931 0.33686
N -1.74424 -4.54973 1.53945
H -3.31618 -2.36288 -0.02406
H -1.57732 -2.59036 0.34347
H -1.99733 -5.41655 1.98161
H -1.05846 -3.93815 2.00190
C -2.70212 3.37096 0.66817
O -3.81079 3.84381 1.28575
N -1.74156 4.15347 0.32301
N -2.49995 2.18383 0.16051
H -1.90161 5.12962 0.65266
H -0.75456 3.92177 0.22550
H -3.06382 1.37561 0.57247
H -1.85245 1.91104 -0.63698
C 2.17701 4.01836 -0.32082
O 1.01102 3.59239 -0.60190
N 2.93845 4.71517 -1.05463
N 2.71915 3.61060 0.72480
H 2.86912 4.68381 -2.01716
H 3.96271 4.83936 -0.83667
H 2.14147 3.33183 1.56616
H 3.71770 3.72475 0.87049
C -3.64526 -0.77984 2.57272
O -3.64513 -0.01959 1.35674
N -4.29210 -0.42292 3.61694
N -3.01313 -1.92384 2.64651
H -4.92936 0.38339 3.37449
H -4.59263 -0.82319 4.54365
H -2.73510 -2.32004 1.65456
H -3.27810 -2.57581 3.37509
C 1.61106 1.13767 3.45767
O 2.23612 2.33003 3.07464
N 0.35841 0.80703 3.26040
N 2.20362 0.14402 4.13931
H -0.17463 1.55226 2.86241
H -0.18878 -0.14306 3.53521
H 3.22921 0.38760 3.91211
H 1.84575 -0.82335 3.96020
C -3.41671 -0.68382 -2.15647
O -4.05058 -1.45302 -1.20923
N -3.61586 0.57313 -2.12892
N -2.33148 -1.03155 -2.87005
H -4.26036 0.81831 -1.45671
H -3.46684 1.23891 -2.87379
H -2.35664 -2.00292 -3.06319
H -1.93680 -0.39914 -3.54348
C -0.22315 -0.00419 -0.04608
O -0.61802 -1.18147 0.42969
N 0.34836 0.95729 0.61099
N -0.44537 0.21129 -1.34766
H 0.59178 0.65812 1.56576
H 0.60587 1.82306 0.12295
H -1.19792 -0.33742 -1.92314
H -0.12457 1.02876 -1.78954
C -0.89484 3.10297 -3.06661
O 0.25166 2.25092 -3.10542
H -0.63592 4.05718 -2.59698
H -1.74087 2.58807 -2.60279
H -1.13088 3.48199 -4.07164
H 0.38294 1.95347 -3.96527
C 3.07819 0.84018 -1.70567
O 4.41190 0.98549 -1.22248
H 3.20822 0.27610 -2.55526
H 2.59389 1.77654 -1.93600
H 2.43424 0.18686 -1.12501
H 4.87228 1.76938 -1.62064



Most stable to least stable, the ends of the list are version P and version Q.



Version P
7
Properties=species:S:1:pos:R:3 method="wB97M-V/def2-TZVPD" homo_lumo_gap_ev=10.1 homo_energy_ev=-11.330 e_lumo_ev=-1.24
O 1.95488 -0.12582 1.05101
C 1.45600 -0.74970 0.14529
C 0.13473 -0.38614 -0.33058
C -0.96497 0.06141 -0.55536
C -1.94055 0.97833 -0.21625
N -2.57744 1.81910 0.26122
H 1.93736 -1.59718 -0.35533



Version Q
7
Properties=species:S:1:pos:R:3 method="wB97M-V/def2-TZVPD" homo_lumo_gap_ev=9.6 homo_energy_ev=-11.490 e_lumo_ev=-1.93
O 0.25267 -0.63931 1.88088
C 0.80768 -0.48207 0.82905
C 0.14598 0.08483 -0.39538
C 0.46180 0.39082 -1.63301
C -1.22359 0.51536 -0.57211
N -2.31095 0.87204 -0.76998
H 1.86640 -0.74167 0.66054



Version R
7
Properties=species:S:1:pos:R:3 method="wB97M-V/def2-TZVPD" homo_lumo_gap_ev=10.9 homo_energy_ev=-11.518 e_lumo_ev=-0.65
O -0.66658 -1.36162 1.30577
C -0.32450 -0.77158 0.33035
C -0.11301 0.64990 0.20583
C 0.01700 1.83872 0.07805
C 1.06099 -1.77370 -0.92341
N -0.09876 -1.47809 -0.96151
H 0.12485 2.89638 -0.03510



Most stable to least stable, the ends of the list are version P and version Q.